C41H59BBaBrN10O3S | ωB97M-V/def2-TZVPD

Last column: Mulliken charge in e.
Element x y z (Å)
1 Ba -0.04682 -1.10397 0.39662  0.502
2 C 4.90508 1.81014 2.58810  -1.489
3 C 3.93674 0.67253 2.61573  0.357
4 C 4.02629 -0.49912 3.33618  -0.900
5 C 2.86513 -1.22302 3.00662  -0.944
6 N 2.13199 -0.53617 2.14154  1.990
7 N 2.78888 0.63095 1.90624  -0.302
8 B 2.21170 1.79136 1.07109  -1.209
9 N 0.89611 2.31262 1.70574  0.337
10 N -0.16994 1.51242 1.98982  1.435
11 C -1.02114 2.24809 2.69232  -0.361
12 C -0.50710 3.54684 2.87303  -1.192
13 C 0.71576 3.54219 2.24121  0.580
14 C 1.69875 4.66574 2.16291  -1.426
15 C -2.35608 1.72058 3.16693  2.683
16 C -3.42029 2.06691 2.11657  -1.498
17 C -2.72640 2.38479 4.49540  -2.176
18 C -2.30426 0.20754 3.36285  -1.553
19 N 2.14375 1.43286 -0.45275  0.911
20 N 2.05599 0.15290 -0.90530  -0.494
21 C 2.42660 0.15268 -2.17967  -0.616
22 C 2.73481 1.46473 -2.58234  -0.857
23 C 2.55082 2.24108 -1.45723  0.325
24 C 2.75612 3.71228 -1.31904  -1.323
25 C 2.57523 -1.13610 -2.96462  2.967
26 C 1.21425 -1.71128 -3.38014  -0.952
27 C 3.33380 -2.16098 -2.11033  -1.430
28 C 3.38494 -0.86044 -4.23412  -2.455
29 C 2.42203 -2.57329 3.52429  2.659
30 C 1.02454 -2.44922 4.14405  -1.225
31 C 2.39863 -3.60029 2.38654  -1.506
32 C 3.39888 -3.05288 4.59899  -2.514
33 H 5.76351 1.55901 3.21053  0.411
34 H 4.46199 2.73043 2.97162  0.130
35 H 5.25972 2.01242 1.57662  0.250
36 H 4.82375 -0.78114 4.00285  0.576
37 H 2.98848 2.70247 1.15118  -0.285
38 H -0.94666 4.37257 3.40820  0.364
39 H 1.28001 5.53525 2.66945  0.439
40 H 1.92236 4.94442 1.13289  0.131
41 H 2.64407 4.41181 2.64349  0.110
42 H -3.49735 3.15018 1.98683  0.302
43 H -4.39801 1.68072 2.41741  0.546
44 H -3.16315 1.62107 1.15464  -0.074
45 H -2.85258 3.46424 4.38460  0.330
46 H -1.95564 2.20555 5.24789  0.397
47 H -3.66916 1.97298 4.86278  0.445
48 H -2.09023 -0.30834 2.43158  -0.082
49 H -3.27145 -0.16440 3.71015  0.449
50 H -1.54141 -0.07323 4.09141  0.315
51 H 3.07569 1.80784 -3.54529  0.496
52 H 3.11922 4.11516 -2.26406  0.495
53 H 3.48083 3.94815 -0.53835  0.217
54 H 1.82484 4.22250 -1.06765  0.005
55 H 0.52561 -1.80861 -2.54379  -0.271
56 H 1.34924 -2.71074 -3.80284  0.574
57 H 0.74253 -1.07992 -4.13959  0.071
58 H 2.77317 -2.42933 -1.21695  0.036
59 H 4.30202 -1.75789 -1.80398  0.366
60 H 3.50011 -3.07659 -2.68341  0.408
61 H 2.87980 -0.13745 -4.87967  0.350
62 H 3.50639 -1.78760 -4.79859  0.474
63 H 4.37776 -0.47361 -3.99352  0.428
64 H 0.27986 -2.13849 3.40980  -0.067
65 H 1.02597 -1.71933 4.95763  0.392
66 H 0.70026 -3.41456 4.54093  0.426
67 H 1.69497 -3.33980 1.59755  0.135
68 H 2.10638 -4.58122 2.77023  0.426
69 H 3.38426 -3.69271 1.92511  0.387
70 H 3.44379 -2.35303 5.43708  0.457
71 H 4.40614 -3.17157 4.19326  0.416
72 H 3.07303 -4.02248 4.98155  0.436
73 Br -3.87169 -2.75934 -3.24044  -0.173
74 C -2.58154 -4.10878 -2.82531  0.140
75 C -2.84762 -5.39868 -3.25685  -0.663
76 C -1.90423 -6.36433 -2.95043  -0.370
77 C -0.77596 -5.99990 -2.23893  -0.761
78 C -0.62755 -4.67823 -1.84250  0.585
79 N -1.52688 -3.73426 -2.14524  0.218
80 C 0.59565 -4.29930 -1.00427  -0.632
81 O 1.48684 -5.13827 -0.91887  -0.789
82 O 0.55140 -3.15074 -0.46404  0.564
83 H -3.75249 -5.62304 -3.80151  0.428
84 H -2.05684 -7.39065 -3.26100  0.412
85 H -0.00303 -6.70162 -1.96300  0.501
86 S -2.00512 -3.18951 1.85017  -0.268
87 C -3.25624 -2.29214 1.07335  0.268
88 C -4.62800 -2.57372 1.30254  -0.900
89 C -5.60088 -1.80500 0.71351  -0.474
90 C -5.23580 -0.74498 -0.12180  -1.003
91 C -3.88907 -0.53839 -0.31915  -0.613
92 N -2.92540 -1.27436 0.24150  0.937
93 H -4.87696 -3.39568 1.95939  0.477
94 H -6.64757 -2.02019 0.89950  0.385
95 H -5.97048 -0.11433 -0.60416  0.485
96 H -3.54063 0.25867 -0.97127  0.257
97 C -1.46391 3.69504 -0.60305  -0.569
98 N -1.78163 3.19799 -1.92463  0.546
99 C -2.13795 4.19288 -2.91280  -0.741
100 C -2.94571 3.56491 -4.02791  -0.740
101 C -2.17103 2.38948 -4.58093  -0.664
102 N -1.79304 1.48256 -3.51753  0.431
103 C -1.41469 0.14439 -3.93005  -0.871
104 C -1.51820 1.88594 -2.23560  -0.262
105 O -1.08110 1.08875 -1.40952  0.196
106 H -2.33205 4.20230 -0.17730  0.459
107 H -0.63409 4.40783 -0.64100  0.369
108 H -1.18822 2.86477 0.03392  -0.558
109 H -1.23867 4.67629 -3.32178  0.314
110 H -2.71647 4.97018 -2.40835  0.353
111 H -3.14201 4.29391 -4.81526  0.385
112 H -3.90346 3.21827 -3.63299  0.283
113 H -1.28214 2.74333 -5.12286  0.329
114 H -2.77815 1.82961 -5.29609  0.322
115 H -2.24266 -0.32223 -4.46463  0.347
116 H -1.17876 -0.45762 -3.05868  -0.172
117 H -0.54090 0.17093 -4.59090  0.496

Output
Net charge: -1
Lowest unoccupied orbital energy (eV): 2.076
HOMO (eV): -4.15
E (hartree): -5393.96715
Energy above the lowest of the compared OMol25 structures with the same formula, charge and spin (kcal/mol): 17.0

=====

C41H59MgN2OP2SbSi2 | ωB97M-V/def2-TZVPD

Last column: Mulliken charge in e.
Element x y z (Å)
1 Mg -0.08846 -0.79361 0.33512  2.737
2 C 2.02922 0.91566 -3.78642  -1.082
3 Si 1.71035 -0.38756 -2.46452  0.463
4 C 3.22668 -1.51737 -2.42589  -1.076
5 C 0.21471 -1.35693 -3.08867  -0.110
6 N 1.39139 0.17322 -0.88019  -0.617
7 P 1.37658 1.54508 -0.02438  -0.100
8 C -0.12912 1.87813 0.68227  -0.335
9 P -1.54504 1.62935 -0.24315  1.097
10 N -1.94941 0.05463 -0.23204  -0.615
11 Si -3.45109 -0.71286 0.11137  0.131
12 C -3.73947 -0.90514 1.96350  -1.132
13 C -3.36628 -2.45611 -0.61406  -0.572
14 C -4.97569 0.07791 -0.66639  -1.101
15 C -2.88085 2.69074 0.39721  0.647
16 C -3.07486 2.74794 1.77740  -0.551
17 C -4.10168 3.51350 2.30692  -0.852
18 C -4.93171 4.24689 1.46894  -0.636
19 C -4.72768 4.21510 0.09794  -0.660
20 C -3.70804 3.43908 -0.43632  -0.696
21 C -1.44276 2.15094 -1.98822  1.037
22 C -2.05369 1.35528 -2.95358  -1.035
23 C -2.07839 1.75229 -4.28374  -0.439
24 C -1.48361 2.94699 -4.66439  -0.810
25 C -0.87573 3.74744 -3.70738  -0.721
26 C -0.86432 3.35497 -2.37701  -0.857
27 C 2.17190 2.97806 -0.81530  1.995
28 C 3.34016 2.82029 -1.55286  -0.925
29 C 4.02083 3.92591 -2.03713  -0.912
30 C 3.54968 5.20324 -1.76536  -0.660
31 C 2.40680 5.37010 -0.99609  -0.635
32 C 1.72429 4.26224 -0.51533  -0.821
33 C 2.57348 1.31882 1.33580  0.933
34 C 3.64201 0.44470 1.16652  -0.477
35 C 4.63736 0.35702 2.13001  -0.629
36 C 4.56923 1.14577 3.26875  -0.650
37 C 3.50661 2.02408 3.44105  -0.849
38 C 2.51659 2.11666 2.47646  -0.486
39 H 1.85970 0.44703 -4.76105  0.528
40 H 3.05133 1.29554 -3.78507  0.378
41 H 1.34561 1.76502 -3.71131  0.193
42 H 3.35580 -2.07331 -3.35799  0.493
43 H 3.18363 -2.24126 -1.60602  -0.089
44 H 4.12875 -0.91764 -2.27256  0.348
45 H 0.49714 -2.12607 -3.81309  0.639
46 H -0.46566 -0.66488 -3.58855  0.276
47 H -0.36507 -1.83456 -2.29220  -0.743
48 H -2.81264 -1.15854 2.48635  0.272
49 H -4.47325 -1.69080 2.16311  0.440
50 H -4.11080 0.01971 2.40975  0.298
51 H -2.88622 -3.15081 0.08050  -0.335
52 H -2.82335 -2.48098 -1.56292  0.184
53 H -4.37716 -2.82836 -0.79680  0.588
54 H -5.10908 1.12991 -0.41783  0.268
55 H -5.85885 -0.45890 -0.30651  0.474
56 H -4.96380 -0.01665 -1.75536  0.325
57 H -2.40552 2.21072 2.43787  0.403
58 H -4.24619 3.54576 3.37945  0.459
59 H -5.73063 4.84701 1.88572  0.389
60 H -5.36419 4.79178 -0.56110  0.422
61 H -3.57207 3.41116 -1.51008  0.419
62 H -2.49299 0.41105 -2.65810  0.560
63 H -2.55835 1.12265 -5.02254  0.446
64 H -1.49522 3.25370 -5.70247  0.334
65 H -0.40915 4.68245 -3.99065  0.423
66 H -0.41130 4.00216 -1.64159  0.473
67 H 3.72868 1.82636 -1.74217  0.755
68 H 4.92264 3.79196 -2.62080  0.460
69 H 4.08414 6.06700 -2.13958  0.390
70 H 2.05113 6.36478 -0.75891  0.448
71 H 0.84909 4.37115 0.11408  0.546
72 H 3.67916 -0.17773 0.27946  0.274
73 H 5.46304 -0.33028 1.99116  0.482
74 H 5.34208 1.07802 4.02400  0.394
75 H 3.44899 2.63561 4.33230  0.450
76 H 1.67812 2.78842 2.61258  0.423
77 O -0.52776 1.02582 3.03052  -0.700
78 C -0.19977 0.66462 1.94364  -0.450
79 C -0.71754 -6.68779 0.70858  -1.431
80 C -1.18651 -5.23995 0.78917  0.357
81 C -1.69758 -4.91440 2.19154  -1.468
82 Sb 0.26302 -3.72791 0.20490  -0.069
83 C 1.82616 -3.99066 1.68784  0.489
84 C 2.64854 -5.27310 1.67232  -1.527
85 C 2.72725 -2.76026 1.66888  -1.187
86 C 0.95328 -4.49823 -1.70755  1.417
87 C -0.26987 -4.91012 -2.52263  -1.526
88 C 2.01411 -5.59151 -1.66662  -1.567
89 H -1.54949 -7.35256 0.95788  0.479
90 H 0.07937 -6.89370 1.42291  0.231
91 H -0.36226 -6.96524 -0.28371  0.234
92 H -2.00455 -5.10305 0.07768  0.534
93 H -0.91471 -5.05946 2.94006  0.357
94 H -2.52541 -5.57764 2.45487  0.472
95 H -2.05614 -3.88601 2.27836  0.204
96 H 1.23844 -3.96059 2.61239  0.375
97 H 3.29990 -5.31716 0.79975  0.284
98 H 2.03802 -6.17370 1.67937  0.215
99 H 3.29143 -5.30179 2.55656  0.488
100 H 3.26552 -2.66485 0.72164  0.139
101 H 3.47617 -2.82709 2.46309  0.586
102 H 2.17308 -1.83306 1.83303  0.106
103 H 1.38974 -3.61818 -2.18654  -0.695
104 H -0.76616 -5.78851 -2.10484  0.318
105 H 0.03441 -5.16094 -3.54231  0.502
106 H -1.00910 -4.10836 -2.58939  0.273
107 H 1.73491 -6.43228 -1.03062  0.255
108 H 2.96900 -5.20560 -1.30986  0.303
109 H 2.17504 -5.98197 -2.67563  0.516

Output
Lowest unoccupied orbital energy (eV): 0.570
HOMO (eV): -6.44
E (hartree): -3484.63687
Energy above the lowest of the compared OMol25 structures with the same formula, charge and spin (kcal/mol): 6.4

=====

> Which of these has the lowest energy above the lowest of the compared OMol25 structures with the same formula, charge and spin?

C41H59MgN2OP2SbSi2

=====

> Number 1 is which compound?

C41H59BBaBrN10O3S

=====

> HOMO of number 2 (C41H59MgN2OP2SbSi2)?

-6.44 eV